C23H21FeNO10 | wB97M-V/def2-TZVPD

Each line ends with the Löwdin charge.
Positions of all 56 atoms, in Å:
C  -3.90  0.97  1.53  -0.044
O  -2.53  1.41  1.51  -0.138
C  -1.45  0.55  1.32  -0.343
C  -0.73  0.03  2.44  -0.177
C  -0.02  -1.27  2.19  -0.203
C  0.89  -1.00  1.05  -0.154
C  0.39  -0.25  -0.02  -0.196
C  -0.83  0.45  0.06  -0.085
Fe  0.66  1.19  1.57  0.184
C  1.66  1.12  3.01  -0.138
O  2.34  1.36  3.92  0.141
C  -0.02  2.78  2.02  -0.075
O  -0.26  3.85  2.39  0.177
C  1.94  1.98  0.60  -0.114
O  2.77  2.65  0.15  0.148
H  -4.48  1.87  1.76  0.091
H  -4.19  0.57  0.55  0.091
H  -4.04  0.21  2.33  0.092
H  -1.11  0.27  3.43  0.131
H  0.52  -1.62  3.08  0.125
H  -0.74  -2.07  1.91  0.108
H  1.87  -1.46  1.01  0.116
H  0.95  -0.21  -0.96  0.127
H  -1.26  0.97  -0.79  0.128
C  -1.47  -7.58  -0.79  0.032
C  -0.83  -7.32  0.56  -0.523
C  -1.38  -8.28  1.63  0.023
O  0.60  -7.53  0.51  0.083
C  1.31  -6.62  -0.23  -0.376
O  2.35  -6.96  -0.77  0.139
C  0.75  -5.28  -0.32  0.006
C  1.41  -4.35  -1.23  -0.069
C  1.04  -4.57  -2.70  -0.169
C  -0.07  -3.91  -3.25  -0.007
C  -0.42  -4.10  -4.58  0.023
C  0.35  -4.97  -5.38  -0.157
N  0.00  -5.17  -6.74  -0.319
O  0.70  -5.96  -7.44  0.057
O  -0.99  -4.56  -7.21  0.055
C  1.45  -5.67  -4.83  0.029
C  1.77  -5.47  -3.49  -0.008
C  -0.46  -4.95  0.35  -0.386
O  -0.97  -3.84  0.35  0.138
O  -1.10  -5.98  1.02  0.084
H  -1.07  -6.90  -1.56  0.095
H  -1.27  -8.62  -1.08  0.108
H  -2.55  -7.44  -0.70  0.107
H  -0.90  -8.08  2.59  0.098
H  -2.46  -8.14  1.72  0.098
H  -1.18  -9.31  1.33  0.098
H  1.11  -3.34  -0.93  0.119
H  2.49  -4.52  -1.12  0.143
H  -0.66  -3.24  -2.61  0.125
H  -1.27  -3.59  -5.02  0.121
H  2.02  -6.35  -5.46  0.123
H  2.60  -6.02  -3.04  0.117

Computed properties:
2S+1: 5
Max |F| in eV Å⁻¹: 6.68
Highest occupied orbital energy (alpha / beta) in eV: -5.866 / -8.128
Gap between HOMO and LUMO (alpha / beta) in eV: 4.810 / 5.166
Charge: 0

---

C23H21N2O8PRu | wB97M-V/def2-TZVPD

Each line ends with the Löwdin charge.
Positions of all 56 atoms, in Å:
Ru  -0.39  0.21  -1.16  1.273
O  0.36  1.20  -3.06  -0.100
C  0.54  0.62  -4.14  -0.160
C  1.04  -0.71  -4.32  -0.120
C  1.70  -1.00  -5.51  0.055
C  2.38  -2.19  -5.64  -0.140
C  2.42  -3.11  -4.59  0.024
C  1.73  -2.88  -3.44  0.016
C  0.98  -1.68  -3.26  -0.337
O  0.25  -1.54  -2.20  -0.184
N  3.10  -2.46  -6.88  -0.356
O  2.95  -1.69  -7.81  0.080
O  3.80  -3.46  -6.91  0.086
H  0.35  1.19  -5.07  0.145
H  1.72  -0.29  -6.33  0.134
H  3.01  -4.01  -4.72  0.127
H  1.72  -3.59  -2.63  0.119
O  -1.88  4.43  -1.27  0.311
C  -1.54  3.29  -0.97  -0.592
O  -1.72  2.18  -1.48  -0.052
C  -0.67  3.30  0.38  -0.147
P  -0.68  1.53  0.90  0.994
C  -2.44  1.23  1.28  -0.376
C  -3.11  0.18  0.65  -0.108
C  -4.46  -0.02  0.87  -0.055
C  -5.15  0.82  1.72  -0.054
C  -4.50  1.87  2.36  -0.056
C  -3.14  2.07  2.14  -0.093
C  0.20  1.49  2.48  -0.357
C  1.57  1.79  2.44  -0.094
C  2.34  1.68  3.59  -0.062
C  1.75  1.24  4.77  -0.061
C  0.40  0.93  4.80  -0.069
C  -0.38  1.05  3.66  -0.078
H  -1.09  3.99  1.11  0.100
H  0.32  3.63  0.09  0.106
H  -2.58  -0.50  -0.02  0.074
H  -4.97  -0.84  0.38  0.116
H  -6.21  0.67  1.88  0.115
H  -5.04  2.53  3.02  0.115
H  -2.63  2.88  2.64  0.114
H  2.03  2.09  1.51  0.112
H  3.39  1.92  3.57  0.115
H  2.35  1.15  5.67  0.114
H  -0.06  0.60  5.73  0.114
H  -1.43  0.79  3.69  0.104
N  0.92  -2.85  3.04  0.021
C  1.83  -2.38  1.99  -0.131
C  1.05  -1.52  1.01  -0.545
O  1.55  -0.72  0.25  0.012
O  -0.26  -1.73  1.03  0.055
H  0.85  -2.18  3.80  0.087
H  1.22  -3.73  3.43  0.097
H  -0.40  -2.37  1.79  0.118
H  2.19  -3.24  1.43  0.142
H  2.70  -1.82  2.34  0.131

Computed properties:
2S+1: 6
Max |F| in eV Å⁻¹: 2.31
Highest occupied orbital energy (alpha / beta) in eV: -10.932 / -11.020
Gap between HOMO and LUMO (alpha / beta) in eV: 8.303 / 3.975
Charge: +1

---

C23H21N3O2S | wB97M-V/def2-TZVPD

Each line ends with the Löwdin charge.
Positions of all 50 atoms, in Å:
C  -2.24  -4.76  0.32  -0.104
C  -0.96  -3.98  0.60  -0.184
C  -1.04  -2.58  0.06  -0.362
N  0.05  -2.13  -0.57  0.117
C  0.06  -0.92  -1.08  -0.499
S  1.51  -0.34  -1.89  1.043
C  2.76  -1.40  -1.09  -0.311
C  3.77  -0.49  -0.40  -0.511
O  4.94  -0.51  -0.73  0.070
N  3.29  0.39  0.52  -0.017
C  4.00  1.65  0.69  -0.120
C  3.22  2.71  -0.08  -0.153
C  1.82  2.86  0.51  -0.127
C  1.26  1.58  1.08  -0.162
C  0.00  1.58  1.66  -0.036
C  -0.51  0.45  2.26  -0.079
C  0.25  -0.71  2.31  -0.082
C  1.50  -0.73  1.72  -0.018
C  2.00  0.40  1.07  -0.205
C  -1.07  -0.12  -0.95  -0.202
O  -1.30  1.16  -1.33  0.104
C  -2.53  1.47  -0.86  -0.191
C  -3.18  2.69  -1.00  0.010
C  -4.44  2.80  -0.43  -0.074
C  -5.04  1.74  0.25  -0.084
C  -4.39  0.53  0.39  -0.003
C  -3.13  0.39  -0.17  -0.087
C  -2.16  -0.66  -0.23  -0.150
N  -2.15  -1.90  0.26  0.211
H  -3.09  -4.23  0.74  0.063
H  -2.39  -4.87  -0.75  0.075
H  -2.18  -5.75  0.77  0.068
H  -0.10  -4.47  0.15  0.110
H  -0.80  -3.92  1.68  0.109
H  3.29  -1.96  -1.86  0.089
H  2.21  -2.07  -0.44  0.059
H  4.05  1.90  1.76  0.138
H  5.01  1.53  0.30  0.122
H  3.15  2.38  -1.12  0.110
H  3.75  3.66  -0.06  0.113
H  1.84  3.60  1.32  0.124
H  1.13  3.24  -0.25  0.119
H  -0.58  2.49  1.65  0.122
H  -1.49  0.47  2.70  0.111
H  -0.13  -1.59  2.81  0.105
H  2.11  -1.62  1.77  0.125
H  -2.72  3.50  -1.52  0.119
H  -4.97  3.73  -0.52  0.105
H  -6.02  1.87  0.68  0.102
H  -4.84  -0.30  0.91  0.118

Computed properties:
2S+1: 1
Max |F| in eV Å⁻¹: 1.33
SMILES string: CCc1nc(SCC(=O)N2CCCc3ccccc32)c2oc3ccccc3c2n1
Highest occupied orbital energy in eV: -8.454
Gap between HOMO and LUMO in eV: 8.359
Charge: 0